ORCA calculation (ωB97M-V/def2-TZVPD) on a molecular structure, C11H27AlNO4 at a distorted geometry.

The total charge is -1. For the LUMO energy, the calculation gives 2.37 eV.

Cartesian coordinates (Å):
C  4.0498  -3.2021  0.9257
O  3.6785  -2.0851  0.0378
C  2.5578  -1.2975  0.5747
C  2.7119  0.3285  0.4170
C  2.1769  0.9432  -1.0051
C  0.5480  0.9789  -1.1818
C  -0.2362  1.9720  -0.1236
C  -1.2031  1.0277  0.8579
Al  -3.2216  1.3712  0.5752
O  -4.0679  0.6523  2.1320
C  -4.7767  -0.6483  1.9219
C  -4.6178  -0.9501  0.2985
C  -5.8844  -1.8403  -0.3098
N  -5.5965  -2.0417  -1.7920
O  -4.1569  0.1576  -0.5578
H  4.8657  -2.9033  1.7438
H  3.0931  -3.6062  1.4961
H  4.4962  -4.1416  0.3554
H  2.5366  -1.5133  1.7486
H  1.5080  -1.6596  0.1529
H  2.1914  0.8065  1.3773
H  3.8727  0.5819  0.5235
H  2.5856  2.0535  -1.1453
H  2.6112  0.3392  -1.9338
H  0.3391  1.4386  -2.2638
H  0.0542  -0.1032  -1.2158
H  -0.9797  2.7024  -0.7051
H  0.4730  2.6712  0.4954
H  -0.9101  1.2760  1.9772
H  -0.9655  -0.1205  0.7113
H  -3.5913  2.9107  0.4741
H  -5.8506  -0.4682  2.3529
H  -4.3669  -1.5838  2.5146
H  -3.7291  -1.7279  0.2897
H  -6.9289  -1.2961  -0.1582
H  -5.8416  -2.8901  0.2489
H  -5.9451  -1.1999  -2.3158
H  -6.1065  -2.9048  -2.1483
C  5.7218  3.0248  -1.1626
O  5.3288  1.6698  -1.2794
H  4.8479  3.6271  -0.9036
H  6.4738  3.1204  -0.3754
H  6.1303  3.3701  -2.1154
H  6.1242  1.1601  -1.5095